(1)
Entry from the Open Molecules 2025 dataset: 4 unconnected molecules or ions with the total composition C19H39N4O7 at a distorted geometry (wB97M-V/def2-TZVPD).

The calculation puts the HOMO energy at -2.140 eV. As for the total charge: -1. The calculation puts the HOMO-LUMO gap at 3.96 eV. As for the lowest unoccupied orbital energy: 0.0667 Ha.

Each line ends with the Löwdin charge.
Geometry (Å):
C: -0.7825 1.2687 -1.6441  -0.141
O: 0.5892 1.7324 -1.4748  -0.260
C: 1.4989 0.5734 -1.5394  -0.208
C: 2.1263 0.3385 -0.0804  -0.177
C: 2.9012 -1.0958 0.0468  -0.188
C: 1.9528 -2.0697 0.8784  -0.224
C: 1.7727 -3.5640 0.3089  -0.372
N: 2.1076 -3.7759 -1.1103  -0.194
C: 1.1848 -3.0659 -2.0031  -0.274
C: 0.2430 -4.0419 -2.8938  -0.314
O: 0.3240 -5.2762 -2.9062  0.081
O: -0.7423 -3.3637 -3.7569  -0.008
C: -2.0600 -3.6024 -3.2970  -0.401
C: -2.8054 -2.7890 -2.1555  -0.004
O: -2.6847 -4.5512 -3.8447  0.028
H: -0.9957 0.3297 -1.0111  0.092
H: -1.5005 2.0820 -1.2872  0.081
H: -1.0236 1.0715 -2.7532  0.095
H: 0.8619 -0.2980 -1.9109  0.085
H: 2.2971 0.7727 -2.3480  0.130
H: 1.2593 0.4329 0.6594  0.100
H: 2.8198 1.2208 0.1324  0.083
H: 3.8791 -0.8786 0.5892  0.094
H: 3.1259 -1.4099 -1.0205  0.088
H: 2.4288 -2.1729 1.9286  0.091
H: 0.8992 -1.6463 1.0861  0.086
H: 2.3228 -4.3106 0.9896  0.083
H: 0.6436 -3.8317 0.4293  0.078
H: 0.5048 -2.3779 -1.3923  0.094
H: 1.8434 -2.4894 -2.7612  0.111
H: -3.9343 -2.9185 -2.3425  0.087
H: -2.6234 -1.6558 -2.1958  0.078
H: -2.6143 -3.1794 -1.1008  0.097
C: -5.4332 -6.6436 -2.0714  -0.336
O: -6.0363 -6.6257 -1.0127  -0.003
N: -5.2295 -7.7503 -2.8404  -0.204
C: -4.5005 -7.6927 -4.0914  -0.056
C: -5.7582 -9.0227 -2.3928  -0.056
H: -4.9911 -5.7309 -2.5015  0.125
H: -5.1560 -8.0272 -4.9004  0.084
H: -3.6318 -8.3526 -4.0278  0.092
H: -4.1630 -6.6765 -4.3006  0.072
H: -6.8431 -8.9431 -2.2858  0.088
H: -5.3281 -9.2671 -1.4182  0.091
H: -5.5169 -9.8101 -3.1078  0.082
C: 1.7857 4.4619 0.9217  -0.336
O: 2.0686 3.2877 0.8052  0.024
N: 0.6812 4.9443 1.5607  -0.198
C: 0.4085 6.3635 1.6605  -0.083
C: -0.2481 4.0057 2.1582  -0.037
H: 2.4257 5.2565 0.5030  0.132
H: 0.3632 6.6413 2.7153  0.063
H: -0.5528 6.5754 1.1849  0.091
H: 1.1876 6.9476 1.1689  0.086
H: 0.2779 3.4061 2.9054  0.093
H: -0.6323 3.3385 1.3825  0.090
H: -1.0768 4.5354 2.6301  0.086
C: 2.5866 8.7514 4.5786  -0.343
O: 1.4948 8.9133 4.0662  0.011
N: 3.2776 7.5778 4.6005  -0.199
C: 4.5764 7.4614 5.2316  -0.062
C: 2.6940 6.4088 3.9720  -0.044
H: 3.1171 9.5756 5.0824  0.129
H: 5.3092 7.1474 4.4839  0.090
H: 4.5211 6.7122 6.0254  0.090
H: 4.8893 8.4143 5.6605  0.082
H: 2.5200 6.6210 2.9168  0.065
H: 1.7353 6.1884 4.4481  0.098
H: 3.3581 5.5493 4.0689  0.099

(2)
Entry from the Open Molecules 2025 dataset: a molecular structure, C19H40AuGeN2O4S (wB97M-V/def2-TZVPD).

The calculation puts the HOMO energy (spin up / spin down) at -14.705 / -15.405 eV. Its spin multiplicity is 4. As for the total charge: +2. As for the expectation value of S²: 3.779. The value obtained for the energy relative to the best compared isomer or geometry (same formula, charge and spin) is 27.3 kJ/mol. The calculation puts the HOMO-LUMO gap (spin up / spin down) at 9.41 / 5.97 eV. As for the lowest unoccupied orbital energy (spin up / spin down): -0.1944 / -0.3466 Ha.

Each line ends with the Löwdin charge.
Geometry (Å):
Au: -0.8118 0.9079 -0.0799  1.021
C: 4.1491 -1.3702 -0.9118  -0.018
C: 2.9561 -2.3029 -1.0004  -0.662
C: 3.1411 -3.5138 -0.0890  -0.044
C: 2.7087 -2.7524 -2.4345  -0.016
O: 1.7661 -1.5691 -0.6009  -0.237
Ge: 0.8377 -1.5420 0.8703  1.010
O: -0.8180 -1.3995 0.1742  -0.352
C: -1.9920 -2.2269 0.4701  -0.653
C: -2.2265 -3.1379 -0.7234  -0.010
C: -1.7284 -3.0386 1.7313  -0.048
C: -3.1734 -1.2930 0.6787  -0.034
O: 0.7954 0.2948 1.1799  -0.408
C: 1.4491 1.0022 2.2854  -0.657
C: 2.6407 0.1617 2.7250  -0.037
C: 1.9147 2.3414 1.7388  -0.020
C: 0.4647 1.1727 3.4295  -0.021
H: 5.0474 -1.8825 -1.2568  0.103
H: 4.3149 -1.0462 0.1185  0.074
H: 3.9939 -0.4873 -1.5346  0.094
H: 4.0329 -4.0715 -0.3673  0.103
H: 2.2766 -4.1795 -0.1606  0.091
H: 3.2537 -3.1860 0.9512  0.078
H: 3.5343 -3.3785 -2.7716  0.101
H: 2.6310 -1.8886 -3.0971  0.088
H: 1.7825 -3.3258 -2.4950  0.091
H: -1.3483 -3.7608 -0.9101  0.096
H: -2.4276 -2.5476 -1.6193  0.084
H: -3.0786 -3.7917 -0.5376  0.104
H: -0.8694 -3.7051 1.5910  0.082
H: -2.5879 -3.6620 1.9723  0.108
H: -1.5350 -2.3799 2.5838  0.088
H: -3.3533 -0.6973 -0.2211  0.077
H: -2.9886 -0.6229 1.5251  0.082
H: -4.0703 -1.8718 0.8934  0.104
H: 3.2947 -0.0490 1.8758  0.077
H: 2.3111 -0.7839 3.1707  0.084
H: 3.2216 0.6921 3.4779  0.111
H: 2.6535 2.1981 0.9487  0.100
H: 2.3626 2.9359 2.5346  0.107
H: 1.0703 2.9036 1.3260  0.054
H: -0.0066 0.2181 3.6788  0.094
H: -0.3188 1.8923 3.1815  0.042
H: 0.9808 1.5371 4.3177  0.107
C: 0.0318 0.9028 -3.2084  -0.049
C: -1.3957 0.4981 -2.8861  -0.504
C: -2.3464 0.7421 -4.0429  -0.041
O: -1.9118 1.2281 -1.7468  -0.394
H: 0.4292 0.2819 -4.0117  0.096
H: 0.6841 0.7761 -2.3362  0.056
H: 0.0761 1.9473 -3.5280  0.090
H: -1.4054 -0.5707 -2.6472  0.121
H: -2.2568 1.7711 -4.4056  0.085
H: -3.3785 0.5575 -3.7425  0.087
H: -2.1039 0.0742 -4.8698  0.097
C: -3.2812 5.7800 1.4725  0.029
N: -3.2750 5.0518 0.1920  -0.085
C: -3.7995 5.4811 -0.9620  0.059
C: -3.5915 4.4774 -1.9180  0.043
N: -2.9425 3.4843 -1.3181  0.104
C: -2.7231 3.8034 -0.0178  -0.684
S: -1.9604 2.8653 1.1188  0.913
H: -3.8990 6.6646 1.3591  0.110
H: -2.2672 6.0707 1.7351  0.111
H: -3.6940 5.1422 2.2491  0.103
H: -4.2758 6.4446 -1.0585  0.160
H: -3.8902 4.4414 -2.9539  0.154
H: -2.6271 2.4713 -1.6840  0.102